1.
DFT (ωB97M-V with the def2-TZVPD basis set) results for a 13-piece molecular cluster, C99H217N7O25 overall at a distorted geometry.

```
348
Properties=species:S:1:pos:R:3
C -23.06 -15.98 -0.26
C -22.28 -16.59 -1.47
C -21.84 -15.46 -2.40
C -20.77 -15.94 -3.44
C -19.67 -16.64 -2.75
C -20.03 -17.75 -1.72
N -21.07 -17.19 -0.82
O -21.55 -18.33 -0.02
C -20.36 -19.09 -2.49
C -18.85 -17.96 -0.82
C -23.16 -17.56 -2.22
H -23.08 -16.75 0.50
H -24.06 -15.53 -0.53
H -22.46 -15.05 0.10
H -22.69 -14.98 -2.90
H -21.33 -14.74 -1.75
H -20.42 -15.14 -4.08
H -21.42 -16.66 -4.08
H -19.05 -15.94 -2.13
H -18.85 -17.14 -3.40
H -20.59 -19.78 -1.66
H -21.23 -19.06 -3.18
H -19.49 -19.40 -3.05
H -18.03 -18.37 -1.46
H -18.36 -17.06 -0.41
H -18.99 -18.63 -0.05
H -24.18 -17.15 -2.25
H -23.20 -18.54 -1.76
H -22.85 -17.75 -3.25
H -21.17 -17.99 0.77
C -20.16 -26.47 -5.17
C -19.06 -27.57 -4.96
C -17.69 -26.93 -4.76
C -16.63 -27.97 -4.38
C -17.05 -28.63 -3.08
C -18.40 -29.32 -3.10
N -19.33 -28.22 -3.73
O -20.54 -28.90 -3.88
C -18.36 -30.65 -3.91
C -18.87 -29.63 -1.70
C -18.97 -28.47 -6.23
H -19.94 -25.67 -4.51
H -21.20 -26.88 -5.09
H -20.05 -25.97 -6.16
H -17.45 -26.44 -5.71
H -17.71 -26.14 -3.96
H -15.67 -27.52 -4.44
H -16.58 -28.72 -5.18
H -17.17 -27.81 -2.30
H -16.30 -29.32 -2.73
H -17.34 -30.77 -4.35
H -18.75 -31.54 -3.41
H -19.01 -30.61 -4.73
H -19.04 -28.65 -1.29
H -19.76 -30.25 -1.79
H -18.14 -30.19 -1.16
H -20.00 -28.89 -6.40
H -18.14 -29.25 -6.20
H -18.88 -27.85 -7.11
H -21.05 -28.65 -3.11
C -23.18 -29.64 -7.00
C -24.15 -30.75 -7.19
C -25.51 -30.52 -6.38
C -26.48 -29.49 -6.93
C -26.79 -29.89 -8.30
C -25.61 -29.96 -9.17
N -24.64 -30.99 -8.61
O -23.56 -31.20 -9.49
C -26.06 -30.58 -10.46
C -25.04 -28.56 -9.56
C -23.61 -32.01 -6.71
H -23.51 -28.63 -7.32
H -22.27 -29.83 -7.53
H -22.94 -29.61 -5.90
H -26.12 -31.52 -6.32
H -25.30 -30.20 -5.34
H -26.11 -28.48 -6.84
H -27.39 -29.44 -6.27
H -27.44 -29.20 -8.75
H -27.28 -30.87 -8.39
H -26.09 -31.69 -10.50
H -27.06 -30.16 -10.80
H -25.37 -30.40 -11.29
H -24.09 -28.72 -10.06
H -25.66 -28.09 -10.34
H -24.87 -27.82 -8.75
H -24.39 -32.80 -6.89
H -23.42 -32.02 -5.61
H -22.66 -32.26 -7.29
H -22.99 -30.43 -9.48
C -25.33 -25.46 -0.12
C -25.83 -26.73 -0.91
C -27.04 -26.40 -1.78
C -26.71 -25.46 -2.96
C -25.63 -26.08 -3.83
C -24.43 -26.61 -3.02
N -24.82 -27.34 -1.80
O -23.60 -27.62 -1.14
C -23.78 -27.58 -3.96
C -23.45 -25.45 -2.74
C -26.24 -27.74 0.13
H -24.29 -25.58 0.03
H -25.82 -25.37 0.85
H -25.55 -24.50 -0.60
H -27.44 -27.38 -2.17
H -27.88 -26.07 -1.18
H -26.32 -24.53 -2.61
H -27.63 -25.21 -3.51
H -25.18 -25.36 -4.56
H -26.06 -26.93 -4.40
H -23.63 -27.26 -4.97
H -22.82 -27.86 -3.51
H -24.36 -28.51 -4.07
H -24.03 -24.62 -2.33
H -22.65 -25.75 -2.00
H -23.07 -25.26 -3.76
H -25.36 -28.20 0.64
H -26.66 -28.52 -0.44
H -26.79 -27.36 0.99
H -23.61 -28.55 -1.02
C -30.55 -25.22 -10.44
C -29.63 -24.37 -9.52
C -30.23 -23.02 -9.16
C -29.55 -22.30 -8.00
C -29.46 -23.20 -6.77
C -28.81 -24.54 -7.10
N -29.47 -25.13 -8.25
O -28.84 -26.40 -8.64
C -27.25 -24.34 -7.18
C -29.08 -25.49 -5.97
C -28.36 -24.21 -10.32
H -30.06 -26.18 -10.80
H -30.72 -24.70 -11.39
H -31.52 -25.43 -9.99
H -30.32 -22.40 -10.07
H -31.26 -23.30 -9.02
H -30.08 -21.32 -7.73
H -28.53 -22.02 -8.42
H -30.51 -23.43 -6.48
H -28.85 -22.74 -6.01
H -26.91 -24.22 -6.14
H -26.86 -25.17 -7.70
H -27.01 -23.52 -7.80
H -28.43 -26.35 -6.08
H -28.88 -24.97 -5.03
H -30.10 -25.83 -5.82
H -27.65 -23.51 -9.95
H -28.72 -23.65 -11.24
H -27.81 -25.11 -10.57
H -29.41 -27.12 -8.28
C -18.07 -25.02 -0.71
C -19.46 -24.44 -0.41
C -20.42 -25.50 0.15
C -21.70 -24.86 0.76
C -21.25 -23.91 1.95
C -20.37 -22.82 1.46
N -19.22 -23.36 0.67
O -18.48 -22.30 0.15
C -21.14 -21.81 0.59
C -19.86 -22.02 2.68
C -20.01 -23.91 -1.73
H -17.41 -24.22 -1.05
H -18.12 -25.72 -1.55
H -17.61 -25.51 0.14
H -20.65 -26.22 -0.66
H -19.79 -26.06 0.86
H -22.31 -25.69 1.16
H -22.36 -24.39 0.00
H -20.72 -24.62 2.59
H -22.17 -23.59 2.39
H -21.43 -22.22 -0.38
H -22.09 -21.56 1.12
H -20.54 -20.97 0.41
H -19.56 -20.96 2.25
H -20.68 -21.82 3.38
H -19.13 -22.67 3.22
H -20.33 -24.69 -2.38
H -19.32 -23.40 -2.38
H -20.88 -23.27 -1.66
H -19.01 -21.82 -0.53
C -28.69 -17.88 -4.23
C -29.67 -17.75 -5.38
C -30.53 -16.53 -5.16
C -31.50 -16.16 -6.23
C -30.68 -15.86 -7.47
C -29.71 -16.98 -7.90
N -28.98 -17.46 -6.64
O -28.28 -18.68 -6.93
C -30.45 -18.01 -8.67
C -28.65 -16.31 -8.72
C -30.56 -18.97 -5.49
H -29.30 -17.87 -3.34
H -27.99 -17.03 -4.16
H -27.99 -18.74 -4.23
H -31.14 -16.68 -4.23
H -29.89 -15.68 -4.93
H -32.14 -15.38 -5.86
H -32.21 -16.97 -6.50
H -30.10 -15.00 -7.27
H -31.30 -15.67 -8.35
H -30.65 -17.62 -9.65
H -29.75 -18.86 -8.82
H -31.35 -18.37 -8.19
H -27.97 -16.99 -9.27
H -29.09 -15.80 -9.52
H -28.02 -15.61 -8.22
H -30.88 -19.21 -4.49
H -30.11 -19.89 -5.88
H -31.48 -18.83 -5.99
H -27.39 -18.45 -7.31
C -15.51 -16.23 -3.73
O -16.10 -17.50 -3.98
C -16.11 -17.74 -5.38
C -16.76 -19.10 -5.54
O -15.97 -20.10 -5.12
C -16.62 -21.21 -4.60
C -17.60 -21.98 -5.51
O -18.90 -21.56 -5.33
C -19.84 -22.57 -5.77
H -16.09 -15.41 -4.13
H -14.46 -16.23 -3.96
H -15.68 -16.16 -2.64
H -15.08 -17.60 -5.76
H -16.87 -17.03 -5.85
H -17.00 -19.35 -6.56
H -17.68 -18.94 -4.92
H -17.25 -20.93 -3.75
H -15.81 -21.86 -4.27
H -17.55 -23.09 -5.30
H -17.31 -21.94 -6.57
H -19.76 -22.89 -6.81
H -20.78 -22.08 -5.52
H -19.76 -23.44 -5.13
C -15.45 -16.38 -9.57
O -16.63 -15.60 -9.56
C -16.87 -14.74 -8.44
C -18.31 -14.62 -8.09
O -18.61 -15.80 -7.37
C -19.89 -16.16 -7.04
C -19.94 -17.55 -6.50
O -21.25 -17.94 -6.53
C -21.41 -19.37 -6.43
H -15.21 -16.92 -8.62
H -14.53 -15.83 -9.91
H -15.61 -17.15 -10.40
H -16.45 -13.78 -8.68
H -16.40 -15.09 -7.50
H -18.89 -14.51 -8.98
H -18.42 -13.73 -7.46
H -20.53 -16.18 -7.99
H -20.35 -15.52 -6.31
H -19.54 -17.64 -5.49
H -19.39 -18.22 -7.11
H -22.43 -19.56 -6.68
H -21.28 -19.70 -5.41
H -20.57 -19.91 -7.09
C -25.66 -17.28 -6.34
O -25.86 -17.82 -7.68
C -24.63 -18.37 -8.21
C -24.55 -18.33 -9.72
O -25.20 -19.46 -10.29
C -26.59 -19.16 -10.54
C -26.83 -19.14 -12.05
O -26.65 -20.30 -12.86
C -25.29 -20.63 -13.08
H -24.85 -16.50 -6.41
H -25.41 -18.10 -5.58
H -26.62 -16.87 -6.14
H -24.40 -19.34 -7.81
H -23.79 -17.71 -7.96
H -23.53 -18.36 -10.04
H -24.86 -17.32 -10.02
H -26.84 -18.12 -10.30
H -27.20 -19.90 -10.00
H -26.10 -18.43 -12.46
H -27.88 -18.85 -12.26
H -25.17 -21.13 -14.01
H -24.99 -21.33 -12.28
H -24.60 -19.77 -13.05
C -22.94 -25.10 -7.88
O -22.40 -23.87 -7.35
C -23.32 -22.77 -7.38
C -24.17 -22.69 -6.11
O -24.55 -21.36 -5.99
C -25.52 -21.03 -4.99
C -24.80 -20.58 -3.68
O -24.46 -21.75 -2.94
C -23.68 -21.46 -1.71
H -23.79 -25.40 -7.29
H -22.22 -25.89 -7.76
H -23.12 -24.89 -8.94
H -24.07 -22.72 -8.22
H -22.70 -21.91 -7.57
H -23.54 -23.05 -5.29
H -25.01 -23.40 -6.25
H -26.31 -21.78 -4.84
H -26.03 -20.17 -5.32
H -25.46 -19.88 -3.05
H -23.92 -19.98 -3.98
H -24.23 -21.01 -0.85
H -22.80 -20.81 -1.97
H -23.39 -22.46 -1.48
C -24.69 -24.42 -12.01
O -23.36 -24.95 -11.99
C -23.39 -26.41 -12.19
C -21.99 -27.08 -11.88
O -21.71 -27.12 -10.45
C -20.49 -27.45 -9.93
C -19.90 -28.80 -10.27
O -20.74 -29.78 -9.55
C -20.16 -31.09 -9.57
H -24.60 -23.38 -11.71
H -25.22 -24.94 -11.18
H -25.21 -24.33 -12.92
H -23.62 -26.59 -13.23
H -24.18 -26.65 -11.48
H -21.26 -26.72 -12.57
H -22.20 -28.09 -12.18
H -20.55 -27.29 -8.85
H -19.80 -26.74 -10.32
H -18.89 -28.98 -9.96
H -19.85 -28.94 -11.32
H -20.24 -31.42 -10.66
H -20.61 -31.71 -8.77
H -19.12 -30.92 -9.31
C -14.49 -22.03 -8.84
O -14.24 -21.63 -10.17
C -15.12 -20.77 -10.75
C -16.30 -21.49 -11.36
O -17.09 -22.31 -10.54
C -18.01 -23.02 -11.35
C -19.03 -23.67 -10.40
O -19.99 -22.88 -9.88
C -21.26 -22.79 -10.56
H -13.67 -22.69 -8.56
H -15.48 -22.45 -8.76
H -14.46 -21.15 -8.19
H -14.58 -20.27 -11.57
H -15.48 -19.98 -10.08
H -15.83 -22.23 -12.04
H -16.98 -20.77 -11.83
H -17.44 -23.79 -11.95
H -18.44 -22.26 -12.04
H -18.50 -24.09 -9.48
H -19.42 -24.62 -10.81
H -21.20 -22.57 -11.69
H -21.83 -22.02 -10.00
H -21.74 -23.78 -10.53
```

Summary:
**E_tot**: -167776.6719 eV
**Strongest force on any atom**: 4.11 eV/Å
**Spin multiplicity**: 1
**E_HOMO**: -8.26 eV

2.
DFT (ωB97M-V with the def2-TZVPD basis set) results for C36H28O4P2PdS3 as an isolated structure at a distorted geometry.

```
74
Properties=species:S:1:pos:R:3
Pd 0.09 1.56 0.28
O -0.42 1.42 3.65
S 0.02 0.72 2.44
C -1.00 -0.78 2.32
C -0.84 -1.81 3.24
C -1.62 -2.95 3.13
C -2.54 -3.07 2.10
C -2.73 -2.02 1.22
C -1.98 -0.85 1.33
P -2.14 0.55 0.17
C -2.74 1.92 1.25
C -2.41 3.23 0.86
C -2.73 4.29 1.69
C -3.37 4.07 2.90
C -3.72 2.78 3.27
C -3.41 1.71 2.45
C -3.60 0.17 -0.83
C -4.79 0.90 -0.72
C -5.84 0.63 -1.58
C -5.72 -0.35 -2.56
C -4.54 -1.06 -2.68
C -3.48 -0.79 -1.83
C 1.59 -0.05 2.85
C 1.92 -0.21 4.19
C 3.12 -0.81 4.52
C 3.99 -1.22 3.51
C 3.67 -1.00 2.18
C 2.45 -0.41 1.82
P 2.06 0.06 0.08
C 3.74 0.14 -0.59
C 4.64 1.06 -0.05
C 5.89 1.23 -0.65
C 6.23 0.49 -1.77
C 5.34 -0.44 -2.29
C 4.10 -0.62 -1.70
C 1.32 -1.49 -0.56
C 1.73 -2.73 -0.07
C 1.21 -3.90 -0.59
C 0.29 -3.85 -1.63
C -0.13 -2.62 -2.12
C 0.36 -1.44 -1.58
H -0.11 -1.73 4.03
H -1.49 -3.76 3.84
H -3.13 -3.97 2.00
H -3.48 -2.10 0.44
H -1.93 3.41 -0.09
H -2.47 5.30 1.38
H -3.59 4.90 3.56
H -4.21 2.61 4.22
H -3.67 0.70 2.75
H -4.88 1.66 0.04
H -6.76 1.20 -1.49
H -6.55 -0.55 -3.22
H -4.43 -1.81 -3.46
H -2.54 -1.33 -1.94
H 1.24 0.17 4.94
H 3.39 -0.94 5.56
H 4.92 -1.69 3.76
H 4.38 -1.25 1.40
H 4.36 1.65 0.80
H 6.58 1.95 -0.24
H 7.19 0.63 -2.25
H 5.60 -1.01 -3.17
H 3.39 -1.33 -2.11
H 2.45 -2.77 0.73
H 1.52 -4.86 -0.19
H -0.09 -4.77 -2.06
H -0.83 -2.59 -2.95
H 0.05 -0.49 -1.97
O 1.67 1.22 -2.07
S 1.22 2.62 -1.86
O 1.68 3.50 -2.89
O -0.26 2.63 -1.70
S 1.93 3.23 -0.04
```

Summary:
**E_tot**: -100538.8989 eV
**Strongest force on any atom**: 2.09 eV/Å
**Spin multiplicity**: 3
**E_HOMO (alpha / beta)**: -7.26 / -8.08 eV

3.
DFT (ωB97M-V with the def2-TZVPD basis set) results for C18H22BrN2NiO9 as an isolated structure at a distorted geometry.

```
53
Properties=species:S:1:pos:R:3
Ni 1.00 0.90 1.37
O 0.87 3.33 0.98
C 1.77 3.46 -0.09
C 3.05 2.77 0.31
N 2.89 1.38 0.65
C 3.70 1.18 1.84
C 2.94 1.72 3.06
O 3.55 2.41 3.86
O 1.75 1.36 3.11
C 3.17 0.47 -0.47
C 2.56 -0.91 -0.15
O 2.89 -1.80 -0.94
O 1.77 -0.98 0.88
H -0.07 3.41 0.71
H 2.04 4.49 -0.32
H 1.45 2.97 -0.98
H 3.45 3.32 1.14
H 3.76 2.91 -0.50
H 4.70 1.62 1.71
H 3.77 0.03 1.99
H 4.19 0.35 -0.68
H 2.71 0.88 -1.33
Br 0.31 -2.18 -4.57
C -0.82 -0.79 -3.99
C -1.84 -0.25 -4.79
C -2.61 0.79 -4.21
C -2.44 1.19 -2.91
C -1.38 0.64 -2.17
C -0.58 -0.35 -2.71
C -1.05 1.01 -0.71
O -2.01 1.35 0.04
O 0.19 0.98 -0.42
H -2.03 -0.57 -5.78
H -3.46 1.22 -4.76
H -3.12 1.97 -2.49
H 0.26 -0.81 -2.12
O -2.52 0.20 2.95
C -1.88 -0.50 2.24
O -0.54 -0.54 2.31
C -2.49 -1.46 1.22
N -1.41 -2.17 0.60
C -1.38 -3.49 1.25
C -2.85 -3.86 1.45
C -3.48 -2.47 1.82
H -3.02 -0.89 0.48
H -0.28 -1.25 1.69
H -1.37 -2.18 -0.40
H -0.91 -3.40 2.20
H -0.73 -4.17 0.75
H -3.08 -4.58 2.20
H -3.28 -4.16 0.49
H -3.68 -2.25 2.85
H -4.42 -2.27 1.32
```

Summary:
**E_tot**: -151521.1354 eV
**Strongest force on any atom**: 2.54 eV/Å
**Spin multiplicity**: 3
**Total charge**: -1
**E_HOMO (alpha / beta)**: -5.98 / -6.05 eV

4.
DFT (ωB97M-V with the def2-TZVPD basis set) results for one molecule with the formula C3H2N2O2 at a distorted geometry.

```
9
Properties=species:S:1:pos:R:3
C -1.26 0.43 -0.01
C 0.37 -0.87 0.14
C 0.30 0.50 0.09
H -1.73 0.84 -0.84
H -1.99 0.62 0.84
N 1.55 -1.28 0.00
N 1.39 1.01 -0.05
O -0.92 -1.13 -0.12
O 2.30 -0.12 -0.05
```

Summary:
**SMILES string**: C1Oc2nonc21
**E_tot**: -10212.4957 eV
**Strongest force on any atom**: 4.95 eV/Å
**Spin multiplicity**: 1
**E_HOMO**: -10.26 eV

- What is the spin multiplicity in the fourth record?
  1